Record 1
The following is a quantum chemistry calculation of a 2-piece molecular cluster, C5H10N2O overall at a distorted geometry, from the Open Molecules 2025 dataset.

Last column: natural (NBO) charge in e.
Cartesian coordinates (Å):
1 C -2.326 -0.236 -1.672  -0.221
2 C -1.281 -0.674 -1.268  -0.035
3 C 0.054 -0.964 -0.812  -0.216
4 N 1.105 -0.275 -1.551  -0.843
5 C 0.342 -0.747 0.951  0.695
6 N 1.657 -0.430 1.106  -0.870
7 O -0.314 -1.401 1.726  -0.622
8 H -3.273 0.091 -2.003  0.237
9 H 0.238 -2.042 -0.862  0.239
10 H 1.283 -0.722 -2.445  0.378
11 H 0.838 0.692 -1.716  0.370
12 H 2.159 -0.135 0.275  0.426
13 H 2.114 -0.805 1.921  0.405
14 C -0.519 1.546 1.313  -0.803
15 H -0.511 0.659 0.465  0.214
16 H 0.266 2.208 0.962  0.206
17 H -1.500 2.010 1.279  0.217
18 H -0.335 1.223 2.330  0.226

Atoms 1-2, force components in eV/Å:
0.5 -0.4 0.3
-0.7 0.7 0.0

Computed properties:
Lowest unoccupied orbital energy in eV: 0.8
Max |F| in eV/Å: 4.7
Frontier orbital gap in eV: 9.830
Calculated total energy in eV: -10371.589
Total charge: 0
Energy relative to the best compared isomer or geometry (same formula, charge and spin) in kcal/mol: 85.70
HOMO in eV: -8.99



Record 2
The following is a quantum chemistry calculation of a 8-piece molecular cluster, C33H59O21P2 overall at a distorted geometry, from the Open Molecules 2025 dataset.

Last column: Löwdin charge in e.
Cartesian coordinates (Å):
1 C 2.821 -0.904 0.150  -0.194
2 C 2.340 -0.735 -1.324  -0.488
3 P 2.287 0.988 -2.022  0.719
4 C 0.883 1.916 -1.231  -0.502
5 C 0.941 2.062 0.307  -0.194
6 P 4.228 2.031 -1.454  0.087
7 C 5.877 2.849 -0.957  -0.375
8 H 3.176 0.024 0.596  0.018
9 H 2.014 -1.331 0.756  0.034
10 H 3.632 -1.639 0.181  0.050
11 H 1.369 -1.217 -1.438  0.013
12 H 3.040 -1.274 -1.964  0.038
13 H -0.089 1.542 -1.566  0.028
14 H 0.959 2.931 -1.634  0.039
15 H -0.005 2.407 0.742  0.039
16 H 1.190 1.108 0.774  0.039
17 H 1.702 2.812 0.518  0.050
18 H 3.514 3.329 -1.561  -0.069
19 H 3.832 1.995 -0.014  -0.073
20 H 4.860 0.687 -1.345  -0.053
21 H 4.548 2.112 -2.877  -0.085
22 H 6.575 2.764 -1.789  0.000
23 H 5.678 3.893 -0.689  -0.003
24 H 6.258 2.326 -0.077  0.002
25 C -0.436 -6.648 -0.118  -0.022
26 C 0.183 -5.291 -0.335  -0.324
27 C -0.164 -4.275 0.727  -0.097
28 O -0.057 -3.045 0.017  0.054
29 C -0.322 -3.301 -1.285  -0.551
30 O -0.517 -2.453 -2.094  0.153
31 O -0.335 -4.645 -1.516  0.076
32 H -0.249 -7.302 -0.969  0.086
33 H -0.030 -7.115 0.779  0.091
34 H -1.519 -6.565 -0.013  0.088
35 H 1.266 -5.379 -0.455  0.161
36 H 0.522 -4.290 1.571  0.143
37 H -1.190 -4.368 1.094  0.131
38 C -2.312 0.020 -0.241  0.002
39 C -2.955 -0.165 1.105  -0.298
40 C -2.724 0.944 2.102  -0.070
41 O -2.833 0.242 3.361  0.055
42 C -2.472 -1.042 3.136  -0.583
43 O -2.269 -1.850 3.996  0.122
44 O -2.382 -1.290 1.819  0.083
45 H -2.429 -0.892 -0.825  0.091
46 H -2.763 0.840 -0.780  0.061
47 H -1.240 0.204 -0.150  0.080
48 H -4.023 -0.371 0.984  0.159
49 H -3.463 1.739 2.045  0.128
50 H -1.722 1.372 2.028  0.128
51 C -4.775 -5.194 3.317  -0.016
52 C -4.176 -6.458 3.882  -0.330
53 C -2.684 -6.407 4.102  -0.090
54 O -2.311 -7.788 3.972  0.057
55 C -3.221 -8.371 3.145  -0.563
56 O -3.101 -9.450 2.659  0.159
57 O -4.280 -7.548 2.947  0.082
58 H -5.828 -5.345 3.076  0.087
59 H -4.693 -4.377 4.033  0.092
60 H -4.270 -4.905 2.394  0.088
61 H -4.698 -6.751 4.797  0.157
62 H -2.411 -6.018 5.080  0.141
63 H -2.162 -5.836 3.330  0.130
64 C 1.127 0.421 4.761  -0.013
65 C 1.569 1.851 4.602  -0.324
66 C 1.187 2.765 5.742  -0.101
67 O 1.097 4.038 5.091  0.055
68 C 0.773 3.805 3.789  -0.555
69 O 0.423 4.646 3.025  0.160
70 O 0.895 2.487 3.501  0.072
71 H 1.332 -0.144 3.851  0.089
72 H 1.650 -0.052 5.592  0.091
73 H 0.054 0.366 4.943  0.084
74 H 2.642 1.896 4.401  0.163
75 H 1.926 2.795 6.540  0.135
76 H 0.208 2.519 6.162  0.137
77 C 5.334 8.538 -1.674  -0.028
78 C 6.157 7.360 -1.218  -0.339
79 C 7.617 7.660 -0.962  -0.110
80 O 8.234 6.395 -1.213  0.052
81 C 7.446 5.729 -2.110  -0.561
82 O 7.748 4.732 -2.673  0.161
83 O 6.255 6.370 -2.249  0.079
84 H 4.330 8.216 -1.949  0.089
85 H 5.259 9.284 -0.882  0.086
86 H 5.780 9.002 -2.556  0.086
87 H 5.695 6.887 -0.347  0.159
88 H 7.820 7.988 0.055  0.134
89 H 8.021 8.391 -1.668  0.133
90 C 0.232 -5.460 -5.879  -0.023
91 C -0.823 -4.457 -6.271  -0.326
92 C -1.619 -3.892 -5.121  -0.087
93 O -2.868 -3.568 -5.757  0.068
94 C -3.021 -4.410 -6.804  -0.567
95 O -4.030 -4.552 -7.422  0.150
96 O -1.865 -5.074 -7.055  0.076
97 H 0.683 -5.908 -6.764  0.084
98 H 1.014 -4.979 -5.291  0.093
99 H -0.206 -6.269 -5.292  0.087
100 H -0.382 -3.658 -6.872  0.160
101 H -1.163 -3.011 -4.676  0.134
102 H -1.811 -4.629 -4.338  0.137
103 C -6.570 5.481 -0.951  -0.024
104 C -5.918 4.213 -0.460  -0.332
105 C -4.423 4.301 -0.258  -0.085
106 O -4.016 2.943 -0.469  0.042
107 C -4.915 2.370 -1.311  -0.548
108 O -4.766 1.325 -1.858  0.170
109 O -6.005 3.169 -1.447  0.085
110 H -7.620 5.306 -1.182  0.086
111 H -6.504 6.263 -0.194  0.090
112 H -6.090 5.832 -1.865  0.091
113 H -6.415 3.855 0.447  0.157
114 H -4.135 4.636 0.735  0.141
115 H -3.933 4.927 -1.007  0.143

Atoms 1-2, force components in eV/Å:
-0.1 -0.5 -0.4
0.2 0.3 1.1

Computed properties:
Lowest unoccupied orbital energy in eV: 1.8
Max |F| in eV/Å: 1.7
Frontier orbital gap in eV: 4.381
Calculated total energy in eV: -96752.694
Total charge: -1
HOMO in eV: -2.59



Record 3
The following is a quantum chemistry calculation of a 3-piece molecular cluster, C15H33I2NOP overall, from the Open Molecules 2025 dataset.

Last column: natural (NBO) charge in e.
Cartesian coordinates (Å):
1 C 3.777 4.579 3.793  -0.654
2 C 2.500 5.353 3.958  -0.329
3 I 2.462 6.661 5.575  0.089
4 C 1.390 5.291 3.219  0.184
5 I 1.550 3.855 1.508  -0.191
6 N 0.239 5.915 3.296  -1.028
7 P -0.922 5.221 4.188  1.736
8 O -1.826 6.084 4.990  -1.131
9 H 3.670 3.574 4.218  0.209
10 H 4.035 4.453 2.742  0.227
11 H 4.599 5.054 4.325  0.212
12 H -0.269 4.270 5.010  -0.163
13 H -1.673 4.416 3.296  -0.159
14 C 0.369 0.297 -0.832  -0.614
15 C 1.470 0.531 -1.862  -0.396
16 C 1.455 1.938 -2.457  -0.402
17 C 0.182 2.295 -3.225  -0.397
18 C -0.157 1.357 -4.382  -0.397
19 C 0.906 1.330 -5.476  -0.609
20 H -0.624 0.395 -1.274  0.193
21 H 0.445 -0.707 -0.411  0.201
22 H 0.449 1.013 -0.012  0.225
23 H 1.396 -0.217 -2.658  0.182
24 H 2.440 0.371 -1.384  0.203
25 H 2.324 2.055 -3.112  0.192
26 H 1.586 2.666 -1.653  0.222
27 H 0.285 3.314 -3.612  0.200
28 H -0.664 2.326 -2.533  0.206
29 H -1.107 1.676 -4.820  0.196
30 H -0.321 0.342 -4.007  0.192
31 H 1.067 2.329 -5.885  0.199
32 H 0.605 0.677 -6.298  0.201
33 H 1.862 0.962 -5.100  0.201
34 C -0.281 -5.929 1.923  -0.609
35 C -1.526 -5.051 2.017  -0.399
36 C -2.508 -5.260 0.866  -0.396
37 C -1.954 -4.924 -0.519  -0.395
38 C -1.438 -3.493 -0.672  -0.400
39 C -2.513 -2.431 -0.464  -0.612
40 H 0.301 -5.707 1.027  0.201
41 H 0.371 -5.772 2.782  0.210
42 H -0.552 -6.987 1.897  0.196
43 H -1.230 -4.001 2.073  0.200
44 H -2.043 -5.270 2.955  0.200
45 H -3.406 -4.666 1.054  0.201
46 H -2.836 -6.305 0.864  0.195
47 H -2.741 -5.098 -1.260  0.197
48 H -1.148 -5.620 -0.770  0.196
49 H -1.021 -3.382 -1.676  0.201
50 H -0.611 -3.315 0.021  0.196
51 H -3.338 -2.569 -1.167  0.197
52 H -2.102 -1.435 -0.622  0.220
53 H -2.921 -2.460 0.547  0.201

Atoms 1-2, force components in eV/Å:
-0.1 -0.3 0.2
0.6 -0.4 -0.4

Computed properties:
Lowest unoccupied orbital energy in eV: 2.4
Max |F| in eV/Å: 1.0
Frontier orbital gap in eV: 6.953
Calculated total energy in eV: -45120.318
Total charge: -1
HOMO in eV: -4.58



Record 4
The following is a quantum chemistry calculation of C16H24CaO13 as an isolated structure at a distorted geometry, from the Open Molecules 2025 dataset.

Last column: natural (NBO) charge in e.
Cartesian coordinates (Å):
1 Ca -0.313 0.353 -0.286  1.833
2 C 3.789 1.795 -0.246  -0.723
3 C 2.439 1.178 -0.375  0.767
4 O 2.050 0.210 0.345  -0.817
5 O 1.531 1.595 -1.153  -0.844
6 H 4.518 1.296 -0.885  0.229
7 H 4.128 1.634 0.777  0.225
8 H 3.803 2.882 -0.327  0.223
9 C -4.296 -0.890 -1.776  -0.729
10 C -3.021 -0.432 -1.080  0.769
11 O -2.960 0.648 -0.473  -0.807
12 O -2.015 -1.101 -1.187  -0.829
13 H -4.817 -1.717 -1.294  0.211
14 H -3.940 -1.277 -2.731  0.223
15 H -5.017 -0.077 -1.866  0.218
16 C -0.662 4.903 4.842  -0.630
17 C -0.805 4.709 3.330  0.065
18 C 0.438 4.966 2.487  -0.098
19 O 0.311 4.081 1.477  -0.458
20 C -0.443 3.017 1.993  1.013
21 O -0.594 1.901 1.419  -0.654
22 O -0.862 3.307 3.212  -0.461
23 H -1.158 4.086 5.365  0.243
24 H -1.191 5.787 5.200  0.219
25 H 0.388 5.040 5.098  0.214
26 H -1.703 5.176 2.925  0.191
27 H 1.309 5.014 3.140  0.183
28 H 0.367 6.025 2.241  0.195
29 C 5.026 -1.344 -4.687  -0.638
30 C 3.525 -0.959 -4.603  0.065
31 C 2.607 -1.894 -5.279  -0.098
32 O 1.622 -2.131 -4.357  -0.474
33 C 1.779 -1.433 -3.236  1.002
34 O 0.969 -1.195 -2.270  -0.623
35 O 3.004 -0.938 -3.325  -0.479
36 H 5.403 -1.434 -5.705  0.223
37 H 5.284 -2.249 -4.136  0.219
38 H 5.545 -0.611 -4.070  0.228
39 H 3.530 0.115 -4.788  0.194
40 H 3.238 -2.732 -5.575  0.190
41 H 2.160 -1.429 -6.157  0.199
42 C -4.275 -4.028 1.726  -0.625
43 C -3.028 -3.481 2.546  0.071
44 C -1.709 -4.207 2.610  -0.100
45 O -0.775 -3.201 2.124  -0.456
46 C -1.476 -2.125 1.823  1.018
47 O -0.982 -1.023 1.494  -0.685
48 O -2.749 -2.313 2.015  -0.449
49 H -3.959 -3.952 0.686  0.232
50 H -5.220 -3.549 1.984  0.234
51 H -4.543 -5.023 2.080  0.212
52 H -3.193 -3.357 3.616  0.168
53 H -1.695 -4.925 1.790  0.190
54 H -1.364 -4.690 3.524  0.211

Atoms 1-2, force components in eV/Å:
0.1 -0.6 -0.5
0.6 0.1 1.0

Computed properties:
Lowest unoccupied orbital energy in eV: 0.7
Max |F| in eV/Å: 6.3
Frontier orbital gap in eV: 8.613
Calculated total energy in eV: -62040.031
Total charge: 0
Energy relative to the best compared isomer or geometry (same formula, charge and spin) in kcal/mol: 85.58
HOMO in eV: -7.87



Record 5
The following is a quantum chemistry calculation of C21H30N4O5PS3Zn as an isolated structure, from the Open Molecules 2025 dataset.

Last column: natural (NBO) charge in e.
Cartesian coordinates (Å):
1 Zn 0.303 0.595 0.561  1.656
2 C -2.565 -3.218 -4.319  -0.784
3 S -2.735 -2.796 -2.577  0.158
4 C -1.069 -2.217 -2.090  -0.062
5 S 0.278 -2.377 -3.135  -0.481
6 N -1.185 -1.745 -0.894  -0.411
7 N -0.045 -1.281 -0.245  -0.489
8 C 0.926 -2.123 -0.001  0.005
9 C 2.058 -1.682 0.713  0.056
10 C 3.167 -2.506 1.020  -0.224
11 C 4.223 -2.008 1.728  -0.249
12 C 4.194 -0.645 2.144  -0.378
13 C 3.099 0.112 1.798  0.079
14 N 2.054 -0.352 1.108  -0.686
15 H -2.949 -2.427 -4.963  0.191
16 H -3.105 -4.146 -4.515  0.191
17 H -1.499 -3.357 -4.517  0.263
18 H 0.870 -3.148 -0.356  0.193
19 H 3.152 -3.536 0.680  0.200
20 H 5.071 -2.640 1.966  0.186
21 H 5.002 -0.203 2.711  0.191
22 H 3.036 1.160 2.070  0.197
23 O 1.448 2.508 0.689  -0.665
24 N 0.717 3.558 0.422  0.022
25 C 1.075 4.733 0.985  0.009
26 C 0.392 5.898 0.754  -0.295
27 C -0.718 5.854 -0.092  -0.211
28 C -1.079 4.658 -0.658  -0.252
29 C -0.369 3.462 -0.423  0.022
30 S -0.776 1.975 -1.134  -0.326
31 H 1.943 4.651 1.620  0.220
32 H 0.719 6.810 1.233  0.205
33 H -1.293 6.749 -0.297  0.200
34 H -1.937 4.582 -1.311  0.224
35 C 0.607 3.149 4.115  -0.653
36 C 0.979 1.954 4.986  0.287
37 C 2.487 1.922 5.212  -0.616
38 C 0.248 1.995 6.327  -0.646
39 O 0.689 0.728 4.308  -0.856
40 P -0.733 0.423 3.561  2.590
41 O -1.854 0.697 4.492  -1.173
42 O -0.738 1.098 2.215  -1.252
43 O -0.509 -1.127 3.238  -0.839
44 C -0.226 -2.208 4.140  0.274
45 C -0.939 -2.038 5.477  -0.637
46 C 1.283 -2.305 4.334  -0.629
47 C -0.742 -3.441 3.407  -0.615
48 H 0.961 4.076 4.577  0.185
49 H -0.474 3.215 3.980  0.234
50 H 1.060 3.028 3.130  0.238
51 H 2.812 2.809 5.761  0.186
52 H 3.008 1.880 4.256  0.219
53 H 2.757 1.032 5.785  0.206
54 H 0.494 2.921 6.856  0.183
55 H 0.558 1.149 6.945  0.196
56 H -0.827 1.930 6.163  0.258
57 H -0.565 -1.165 6.012  0.222
58 H -0.765 -2.930 6.086  0.186
59 H -2.010 -1.902 5.327  0.227
60 H 1.661 -1.422 4.846  0.224
61 H 1.781 -2.377 3.367  0.234
62 H 1.524 -3.196 4.922  0.182
63 H -1.819 -3.364 3.257  0.213
64 H -0.520 -4.347 3.979  0.183
65 H -0.266 -3.507 2.428  0.232

Atoms 1-2, force components in eV/Å:
-0.1 0.1 0.0
0.0 0.0 0.0

Computed properties:
Lowest unoccupied orbital energy (alpha / beta) in eV: 4.4 / 4.4
Max |F| in eV/Å: 0.1
Frontier orbital gap (alpha / beta) in eV: 4.220 / 5.941
2S+1: 2
Calculated total energy in eV: -128679.784
Total charge: -2
Energy relative to the best compared isomer or geometry (same formula, charge and spin) in kcal/mol: 0.64
HOMO (alpha / beta) in eV: 0.22 / -1.50



Record 6
The following is a quantum chemistry calculation of a 8-piece molecular cluster, C12H34BCl4F4O10 overall at a distorted geometry, from the Open Molecules 2025 dataset.

Last column: natural (NBO) charge in e.
Cartesian coordinates (Å):
1 B -17.693 -12.210 18.598  1.304
2 F -17.851 -12.257 17.207  -0.569
3 F -17.545 -10.920 19.061  -0.566
4 F -18.842 -12.639 19.206  -0.559
5 F -16.612 -12.956 18.940  -0.535
6 C -15.035 -12.389 21.473  -0.089
7 C -16.422 -12.560 22.235  -0.095
8 O -17.337 -13.361 21.479  -0.759
9 O -15.040 -11.534 20.343  -0.744
10 H -14.619 -13.352 21.177  0.164
11 H -14.279 -12.030 22.171  0.166
12 H -17.042 -11.683 22.421  0.178
13 H -16.250 -13.064 23.186  0.164
14 H -17.394 -13.072 20.566  0.484
15 H -15.628 -11.918 19.689  0.485
16 C -15.992 -7.942 19.433  -0.087
17 C -16.179 -6.403 19.641  -0.076
18 O -17.448 -5.850 19.297  -0.730
19 O -16.510 -8.727 20.454  -0.745
20 H -14.954 -8.242 19.291  0.156
21 H -16.409 -8.188 18.457  0.163
22 H -15.474 -5.924 18.962  0.170
23 H -15.896 -6.153 20.664  0.158
24 H -18.158 -6.154 19.867  0.473
25 H -16.694 -9.609 20.122  0.509
26 C -18.364 -11.545 13.954  -0.090
27 C -16.942 -11.007 14.120  -0.083
28 O -16.589 -10.252 12.979  -0.730
29 O -19.286 -10.433 13.857  -0.751
30 H -18.705 -12.126 14.811  0.201
31 H -18.449 -12.116 13.030  0.164
32 H -16.287 -11.849 14.344  0.173
33 H -16.997 -10.349 14.987  0.183
34 H -16.638 -9.310 13.159  0.480
35 H -20.178 -10.760 13.990  0.482
36 C -21.250 -13.857 17.645  -0.075
37 C -22.398 -14.592 16.882  -0.076
38 O -23.087 -13.678 16.008  -0.741
39 O -20.160 -13.767 16.746  -0.750
40 H -20.976 -14.337 18.584  0.168
41 H -21.575 -12.857 17.934  0.167
42 H -23.093 -15.015 17.607  0.154
43 H -22.041 -15.480 16.361  0.170
44 H -24.025 -13.854 15.909  0.470
45 H -19.469 -13.206 17.105  0.501
46 C -19.494 -9.233 17.038  -0.087
47 C -20.654 -10.254 17.388  -0.096
48 O -21.885 -9.548 17.606  -0.742
49 O -19.742 -8.609 15.792  -0.746
50 H -18.534 -9.748 17.042  0.177
51 H -19.459 -8.539 17.878  0.185
52 H -20.507 -10.770 18.337  0.175
53 H -20.889 -11.010 16.639  0.155
54 H -22.617 -10.167 17.564  0.461
55 H -19.576 -9.260 15.107  0.483
56 C -15.122 -14.570 16.390  -0.396
57 Cl -16.128 -15.648 17.349  -0.015
58 Cl -13.605 -14.227 17.251  -0.037
59 H -14.853 -15.064 15.456  0.213
60 H -15.720 -13.676 16.215  0.237
61 C -20.839 -12.663 22.171  -0.333
62 Cl -20.931 -10.860 22.073  -0.027
63 Cl -22.368 -13.410 22.919  -0.109
64 H -20.687 -13.123 21.195  0.238
65 H -20.055 -12.956 22.869  0.229

Atoms 1-2, force components in eV/Å:
-1.2 1.2 -0.9
0.1 0.1 -0.6

Computed properties:
Lowest unoccupied orbital energy in eV: 2.4
Max |F| in eV/Å: 2.2
Frontier orbital gap in eV: 9.405
Calculated total energy in eV: -95112.741
Total charge: -1
Energy relative to the best compared isomer or geometry (same formula, charge and spin) in kcal/mol: 31.70
HOMO in eV: -7.01